(1)
DFT (ωB97M-V/def2-TZVPD) results for an isolated molecule of C2N2O3 at a distorted geometry.

Values from the calculation:
energy relative to the best compared isomer or geometry (same formula, charge and spin)	179.6	kJ/mol
highest occupied orbital energy (spin up / spin down)	-11.04 / -11.04	eV
structure (SMILES)	N#COC(=O)N=O
frontier orbital gap (spin up / spin down)	9.025 / 9.023	eV
molar mass	100.0	u

Geometry as ORCA input:
```
! wB97M-V def2-TZVPD RIJCOSX def2/J DEFGRID3
* xyz 0 1
N 2.394 0.746 -0.151
C 1.425 0.338 0.261
O 0.379 -0.031 0.822
C -0.581 -0.660 -0.124
O -0.478 -1.610 -0.838
N -1.351 0.449 -0.333
O -2.305 0.797 0.273
*
```

The net atomic charges from Mulliken, expressed in e, are: N -0.36; C 0.47; O -0.33; C 0.62; O -0.36; N 0.22; O -0.26

***

(2)
DFT (ωB97M-V/def2-TZVPD) results for a cluster of 2 separate species, C11H16BrF3IN2O4P in total at a distorted geometry.

Values from the calculation:
energy relative to the best compared isomer or geometry (same formula, charge and spin)	179.6	kJ/mol
highest occupied orbital energy	-8.37	eV
structure (SMILES)	CC[C@H](Br)OC(=O)N(C[C@H](O)C(F)(F)F)P(O)I.c1cc[nH]c1
frontier orbital gap	8.109	eV
molar mass	535.0	u

Geometry as ORCA input:
```
! wB97M-V def2-TZVPD RIJCOSX def2/J DEFGRID3
* xyz 0 1
C -3.671 0.708 0.234
C -3.264 -0.771 0.722
C -2.234 -1.517 -0.253
Br -1.951 -3.351 0.455
O -1.029 -0.776 -0.543
C -0.075 -0.853 0.512
O 0.867 -1.665 0.370
N -0.248 0.062 1.643
C 0.358 -0.462 2.903
C -0.790 -1.276 3.690
O -1.830 -0.327 4.028
C -0.288 -1.926 5.071
F 1.115 -2.076 5.145
F -0.785 -1.133 6.148
F -0.892 -3.218 5.179
P 0.517 1.641 1.305
O -0.776 2.645 0.785
I 2.021 1.415 -0.675
H -2.958 1.141 -0.550
H -4.745 0.670 -0.179
H -3.731 1.356 1.182
H -2.917 -0.820 1.816
H -4.237 -1.393 0.693
H -2.779 -1.642 -1.261
H 1.332 -1.035 2.772
H 0.615 0.449 3.567
H -1.158 -2.087 2.956
H -1.402 0.521 4.290
H -1.053 2.298 -0.102
C 3.903 1.998 -4.241
C 3.408 0.670 -4.223
C 3.188 0.298 -5.527
N 3.529 1.353 -6.330
C 3.970 2.392 -5.555
H 4.180 2.599 -3.387
H 3.231 0.055 -3.353
H 2.820 -0.624 -5.950
H 3.465 1.363 -7.335
H 4.292 3.319 -6.004
*
```

Atomic partial charges in e from the Mulliken method, atoms 1 to 8: C -0.93; C -0.02; C -0.25; Br -0.11; O -0.27; C 0.05; O -0.49; N 0.82

***

(3)
DFT (ωB97M-V/def2-TZVPD) results for the ion C19H40N5O7 with charge +1.

Values from the calculation:
energy relative to the best compared isomer or geometry (same formula, charge and spin)	12.4	kJ/mol
highest occupied orbital energy	-11.32	eV
structure (SMILES)	CN[C@@H]1[C@@H](O)[C@@H](O[C@@H]2[C@@H](O)[C@H](O[C@H]3O[C@H](CN)CC[C@H]3N)[C@@H]([NH3+])C[C@H]2N)OC[C@]1(C)O
frontier orbital gap	9.412	eV
molar mass	450.6	u

Geometry as ORCA input:
```
! wB97M-V def2-TZVPD RIJCOSX def2/J DEFGRID3
* xyz 1 1
C 3.227 -0.995 5.542
N 2.262 0.068 5.334
C 1.003 -0.290 4.714
C 0.553 0.950 3.921
O 1.589 1.378 3.065
C -0.717 0.629 3.121
O -0.477 -0.382 2.152
C -0.168 0.048 0.846
C -1.315 -0.385 -0.102
O -2.506 0.232 0.295
C -0.970 0.135 -1.500
O -1.886 -0.295 -2.477
C -2.081 0.661 -3.499
O -0.859 1.200 -3.952
C -0.356 0.633 -5.165
C 1.032 1.227 -5.429
N 2.096 0.579 -4.642
C -1.310 0.938 -6.331
C -2.771 0.898 -5.862
C -2.917 0.019 -4.618
N -2.434 -1.327 -4.888
C 0.457 -0.275 -1.936
N 1.296 0.930 -2.144
C 1.149 -1.187 -0.933
C 1.219 -0.488 0.425
N 2.169 0.632 0.302
O -1.739 0.225 3.962
C -1.417 -0.888 4.781
C -0.165 -0.674 5.656
C 0.104 -1.956 6.451
O -0.328 0.424 6.532
H 3.416 -1.488 4.588
H 2.924 -1.757 6.268
H 4.156 -0.544 5.887
H 2.074 0.564 6.200
H 1.176 -1.110 4.008
H 0.301 1.747 4.634
H 2.389 1.288 3.613
H -1.081 1.541 2.626
H -0.143 1.146 0.822
H -1.428 -1.476 -0.103
H -2.706 -0.040 1.201
H -1.041 1.231 -1.424
H -2.625 1.522 -3.075
H -0.292 -0.456 -5.047
H 1.231 1.147 -6.503
H 1.013 2.285 -5.160
H 2.142 -0.406 -4.890
H 2.989 0.991 -4.898
H -1.144 0.197 -7.110
H -1.088 1.925 -6.738
H -3.409 0.518 -6.658
H -3.111 1.902 -5.605
H -3.966 0.034 -4.279
H -2.475 -1.871 -4.032
H -3.038 -1.773 -5.570
H 0.348 -0.804 -2.887
H 1.822 1.061 -1.204
H 1.849 0.798 -3.063
H 0.685 1.725 -2.343
H 0.604 -2.125 -0.849
H 2.158 -1.416 -1.280
H 1.528 -1.203 1.198
H 3.121 0.276 0.328
H 2.062 1.240 1.115
H -2.300 -1.031 5.407
H -1.269 -1.777 4.157
H 0.438 -2.756 5.798
H 0.861 -1.769 7.208
H -0.806 -2.277 6.955
H -1.105 0.278 7.083
*
```

Atomic partial charges in e from the Mulliken method, atoms 1 to 8: C -0.92; N -0.34; C -0.40; C -0.63; O -0.57; C 0.18; O -0.24; C -0.64

***

(4)
DFT (ωB97M-V/def2-TZVPD) results for an isolated molecule of C23H24N2O6.

Values from the calculation:
energy relative to the best compared isomer or geometry (same formula, charge and spin)	70.1	kJ/mol
highest occupied orbital energy	-9.33	eV
structure (SMILES)	COCCCN1C(=O)c2ccc(C(=O)OCC(=O)NCCc3ccccc3)cc2C1=O
frontier orbital gap	8.374	eV
molar mass	424.5	u

Geometry as ORCA input:
```
! wB97M-V def2-TZVPD RIJCOSX def2/J DEFGRID3
* xyz 0 1
C 3.065 0.781 5.663
O 1.678 1.029 5.701
C 1.090 1.361 4.469
C 1.451 2.759 3.937
C 2.635 2.782 2.966
N 2.363 1.997 1.781
C 2.929 0.755 1.539
O 3.730 0.206 2.253
C 2.335 0.291 0.259
C 2.509 -0.887 -0.436
C 1.767 -1.071 -1.596
C 0.886 -0.089 -2.044
C 0.040 -0.300 -3.244
O -0.712 0.539 -3.687
O 0.185 -1.516 -3.765
C -0.636 -1.872 -4.876
C -2.025 -2.317 -4.375
O -2.336 -3.485 -4.297
N -2.817 -1.290 -4.034
C -4.066 -1.470 -3.329
C -4.078 -0.672 -2.024
C -2.899 -0.913 -1.113
C -2.241 -2.135 -1.045
C -1.190 -2.319 -0.163
C -0.790 -1.296 0.677
C -1.437 -0.073 0.616
C -2.475 0.115 -0.278
C 0.727 1.113 -1.346
C 1.457 1.281 -0.192
C 1.473 2.394 0.792
O 0.864 3.432 0.787
H 3.305 0.255 6.586
H 3.338 0.157 4.806
H 3.642 1.713 5.630
H 0.015 1.317 4.666
H 1.333 0.596 3.716
H 1.678 3.405 4.787
H 0.585 3.177 3.420
H 2.823 3.813 2.653
H 3.537 2.365 3.417
H 3.190 -1.644 -0.079
H 1.859 -1.986 -2.159
H -0.725 -1.026 -5.564
H -0.138 -2.715 -5.354
H -2.449 -0.347 -4.078
H -4.185 -2.541 -3.151
H -4.895 -1.134 -3.962
H -4.117 0.394 -2.262
H -4.997 -0.918 -1.483
H -2.544 -2.957 -1.674
H -0.688 -3.275 -0.127
H 0.019 -1.450 1.377
H -1.138 0.735 1.268
H -2.972 1.074 -0.321
H 0.040 1.863 -1.706
*
```

Atomic partial charges in e from the Mulliken method, atoms 1 to 8: C -0.64; O -0.48; C -0.21; C -0.78; C -0.93; N 0.28; C -0.04; O -0.62

***

(5)
DFT (ωB97M-V/def2-TZVPD) results for a cluster of 14 separate species, C19H66N18O19 in total at a distorted geometry.

Values from the calculation:
energy relative to the best compared isomer or geometry (same formula, charge and spin)	251.4	kJ/mol
highest occupied orbital energy	-9.48	eV
frontier orbital gap	9.717	eV
molar mass	850.8	u

Geometry as ORCA input:
```
! wB97M-V def2-TZVPD RIJCOSX def2/J DEFGRID3
* xyz 0 1
C 10.354 16.180 12.034
C 10.699 16.065 10.481
O 11.895 15.354 10.283
O 9.286 17.126 12.317
H 11.223 16.498 12.624
H 10.063 15.257 12.526
H 10.651 17.094 10.090
H 9.923 15.587 9.869
H 12.222 15.175 9.372
H 9.641 18.015 12.391
C 18.466 10.691 13.436
C 18.493 11.798 14.515
O 19.721 12.146 15.040
O 18.702 9.462 14.071
H 19.406 11.016 12.886
H 17.621 10.870 12.820
H 17.769 11.410 15.235
H 18.117 12.680 13.988
H 20.111 11.339 15.364
H 18.871 8.735 13.471
C 15.145 16.866 12.105
C 14.492 17.670 13.217
O 13.223 18.236 12.856
O 14.506 15.684 11.663
H 16.126 16.679 12.492
H 15.319 17.509 11.256
H 15.165 18.493 13.471
H 14.319 17.092 14.081
H 13.473 18.818 12.136
H 13.606 15.819 11.392
C 15.572 8.551 15.670
C 14.333 8.080 16.399
O 13.810 6.943 15.670
O 15.163 8.676 14.336
H 16.417 7.860 15.721
H 15.905 9.482 16.114
H 13.510 8.784 16.274
H 14.585 7.918 17.444
H 12.913 6.853 15.936
H 14.400 8.045 14.199
C 7.655 11.459 15.347
C 8.152 12.714 14.637
O 9.565 12.692 14.673
O 8.170 10.405 14.661
H 6.611 11.409 15.384
H 8.090 11.521 16.363
H 7.737 13.565 15.213
H 7.839 12.799 13.575
H 9.930 12.925 13.816
H 9.124 10.554 14.596
C 13.818 8.329 11.237
O 12.755 8.830 10.810
N 13.695 7.138 12.042
N 15.114 8.959 11.234
H 14.459 6.502 12.012
H 12.812 6.705 11.973
H 15.555 8.791 12.165
H 15.155 9.959 11.041
C 12.236 15.047 16.211
O 13.421 15.470 16.181
N 11.249 15.955 16.538
N 11.840 13.729 15.901
H 10.302 15.630 16.675
H 11.682 16.737 17.021
H 10.910 13.557 16.255
H 12.581 13.038 15.914
C 16.086 13.539 18.334
O 16.276 13.100 19.485
N 15.248 14.596 18.150
N 16.600 12.903 17.185
H 14.649 14.710 17.352
H 15.093 14.982 19.066
H 17.075 13.452 16.506
H 17.334 12.242 17.515
C 13.225 10.338 18.312
O 12.153 9.852 17.926
N 14.110 10.931 17.419
N 13.561 10.454 19.662
H 14.168 10.612 16.450
H 14.832 11.431 17.853
H 14.451 10.797 20.027
H 12.971 9.887 20.288
C 9.891 7.300 16.238
O 10.744 6.426 16.524
N 9.010 7.158 15.106
N 9.570 8.427 17.070
H 9.191 6.399 14.509
H 8.516 7.954 14.773
H 8.857 9.088 16.662
H 10.391 8.715 17.630
C 10.252 12.215 10.998
O 10.578 12.600 12.105
N 10.919 12.730 9.992
N 9.254 11.384 10.779
H 11.592 13.407 10.327
H 11.013 12.222 9.114
H 8.962 11.172 9.832
H 8.621 11.092 11.522
C 17.599 16.128 14.729
O 18.532 15.835 13.985
N 17.451 17.439 15.359
N 16.511 15.232 14.862
H 17.157 17.370 16.317
H 18.308 17.966 15.319
H 15.812 15.424 15.547
H 16.522 14.244 14.569
C 13.858 13.396 8.302
O 13.108 14.316 7.911
N 13.640 12.108 7.633
N 14.719 13.422 9.343
H 14.080 11.225 7.856
H 12.931 12.180 6.922
H 14.820 14.334 9.757
H 15.408 12.684 9.450
C 14.210 12.302 13.703
O 15.119 12.533 14.466
N 14.016 11.074 13.163
N 13.416 13.284 13.314
H 14.498 10.393 13.735
H 13.241 10.672 12.651
H 13.479 14.102 13.902
H 12.687 13.115 12.679
*
```

Atomic partial charges in e from the Mulliken method, atoms 1 to 8: C 0.39; C -0.37; O -0.36; O -0.62; H -0.09; H -0.16; H 0.37; H 0.31